1.
75
Properties=species:S:1:pos:R:3 method="wB97M-V/def2-TZVPD" multiplicity=2 total_charge=+1 relative_energy_kcal_mol=5.6 largest_force_ev_per_a=1.426 e_tot_ev=-69200.80688 e_homo_ev="-10.8421 / -11.2801" e_lumo_ev="-3.18 / -3.46" molar_mass_g_mol=616.9
Ru -0.4426 -0.6322 -0.2015
C -0.3402 0.9942 5.2610
Si -1.1873 -0.6632 5.1927
C -3.0183 -0.4948 4.9003
C -0.8587 -1.6598 6.7309
C -0.4305 -1.6354 3.7380
C 0.3170 -2.7871 3.9352
C 0.8809 -3.5012 2.8702
C 0.6881 -3.0410 1.5928
N -0.0207 -1.9204 1.3644
C -0.5660 -1.2422 2.3979
S -1.3867 0.1469 1.7208
H -0.7062 1.5795 6.1076
H -0.5270 1.5719 4.3535
H 0.7398 0.8801 5.3774
H -3.4962 -0.0537 5.7782
H -3.4796 -1.4692 4.7254
H -3.2441 0.1431 4.0444
H -1.3552 -1.1908 7.5831
H 0.2052 -1.7232 6.9699
H -1.2531 -2.6752 6.6457
H 0.4734 -3.1554 4.9422
H 1.4470 -4.4059 3.0390
H 1.0664 -3.5705 0.7253
C 3.3909 0.2927 -2.1849
C 3.2144 -0.9800 -1.3735
C 4.3656 -1.1515 -0.3823
C 3.0952 -2.1939 -2.2835
N 1.9170 -0.9530 -0.6301
N 1.4264 0.0987 0.1787
H 4.3426 0.2462 -2.7147
H 3.4034 1.1837 -1.5580
H 2.5935 0.4065 -2.9206
H 5.3045 -1.3129 -0.9121
H 4.2012 -2.0138 0.2701
H 4.4890 -0.2622 0.2398
H 4.0256 -2.3372 -2.8321
H 2.2860 -2.0572 -3.0018
H 2.9008 -3.1061 -1.7123
H 1.9259 -1.7669 -0.0271
H 1.4809 1.0007 -0.3503
H 1.8540 0.1739 1.1018
C -1.5688 4.5122 -0.5885
C -0.6726 4.5355 -1.8210
C -0.6950 3.2223 -2.6370
C 0.1202 3.3906 -3.9337
C 0.1959 2.1166 -4.7668
C -2.1394 2.9384 -3.0144
O -2.7722 3.6452 -3.7525
N -2.7313 1.8207 -2.4320
C -2.0511 0.9009 -1.6954
O -2.6000 -0.1149 -1.2351
N -0.7298 1.0427 -1.4184
C -0.0355 2.1413 -1.7924
O 1.1347 2.2854 -1.4389
H -1.5010 5.4580 -0.0527
H -1.2759 3.7213 0.1085
H -2.6182 4.3654 -0.8512
H 0.3642 4.7063 -1.5310
H -0.9685 5.3396 -2.4956
H 1.1193 3.7207 -3.6486
H -0.3514 4.1890 -4.5060
H 0.7220 1.3195 -4.2339
H 0.7324 2.2959 -5.6976
H -0.7993 1.7516 -5.0333
H -3.7068 1.6438 -2.6305
C -1.2440 -2.4116 -3.0977
S -0.8264 -2.8994 -1.4083
C -2.4817 -3.2943 -0.7941
H -2.0046 -1.6359 -3.0707
H -1.5990 -3.2771 -3.6542
H -0.3363 -2.0315 -3.5626
H -2.9767 -3.9359 -1.5207
H -3.0588 -2.3867 -0.6364
H -2.3664 -3.8377 0.1416

---

2.
74
Properties=species:S:1:pos:R:3 method="wB97M-V/def2-TZVPD" multiplicity=1 largest_force_ev_per_a=1.035 e_tot_ev=-52004.33751 e_homo_ev=-8.3945 e_lumo_ev=0.67 molar_mass_g_mol=487.7
C 4.9433 5.7419 1.6534
C 5.0164 4.5590 2.6079
O 4.0596 3.5535 2.2772
C 2.7981 3.7790 2.7128
O 2.4802 4.7156 3.4079
N 1.9264 2.8487 2.2529
C 2.3151 1.6256 1.5859
C 2.1677 0.4453 2.5557
N 0.8454 0.3994 3.1471
S -0.2927 -0.3398 2.1771
O -0.1444 0.0113 0.7917
O -1.5724 -0.1088 2.7753
N 0.2531 -1.9035 2.3397
C -0.0454 -2.5088 3.6248
C -1.4832 -3.0231 3.7206
C -1.8196 -3.9222 2.5318
C -1.5460 -3.1656 1.2329
C -1.8016 -4.0053 -0.0155
O -1.5943 -5.2009 -0.0635
N -2.2458 -3.2762 -1.0559
C -2.3175 -3.7746 -2.4075
C -1.0970 -3.3489 -3.2356
C -0.7204 -1.8745 -3.0147
N -1.8936 -1.0218 -2.9269
C -1.6794 0.2255 -2.2112
C -0.8860 1.2640 -3.0124
C -1.5900 1.5596 -4.3377
C -0.7968 2.5542 -5.1803
C -1.8022 0.2435 -5.0874
C -2.5434 -0.7653 -4.2005
C -0.0666 -2.7584 1.2161
C 0.4377 1.6511 3.7581
C 0.5770 2.8187 2.7767
H 3.9781 6.2324 1.7509
H 5.7272 6.4540 1.8948
H 5.0690 5.4067 0.6266
H 5.9834 4.0558 2.5400
H 4.8405 4.8938 3.6353
H 1.6444 1.4678 0.7358
H 3.3429 1.7133 1.2387
H 2.8956 0.5336 3.3684
H 2.3145 -0.5011 2.0362
H 0.1441 -1.7428 4.3776
H 0.6633 -3.3314 3.7641
H -1.6061 -3.5691 4.6570
H -2.1572 -2.1655 3.7259
H -2.8679 -4.2218 2.5733
H -1.2116 -4.8292 2.5455
H -2.1485 -2.2517 1.2058
H -2.3158 -2.2723 -0.9798
H -3.2293 -3.3839 -2.8640
H -2.3727 -4.8636 -2.3550
H -0.2377 -3.9613 -2.9585
H -1.3131 -3.5365 -4.2881
H -0.1857 -1.7851 -2.0653
H -0.0216 -1.5728 -3.8104
H -2.6699 0.6360 -1.9843
H -1.1737 0.0218 -1.2639
H 0.1194 0.8839 -3.2075
H -0.7895 2.1764 -2.4220
H -2.5729 1.9933 -4.1167
H -1.3145 2.7630 -6.1141
H 0.1874 2.1540 -5.4164
H -0.6653 3.4902 -4.6421
H -2.3801 0.4149 -5.9976
H -0.8329 -0.1655 -5.3819
H -3.5427 -0.3751 -3.9786
H -2.6619 -1.7115 -4.7313
H 0.1775 -2.1968 0.3138
H 0.5660 -3.6493 1.2691
H 1.0709 1.8202 4.6347
H -0.5987 1.5301 4.0705
H -0.1195 2.6765 1.9443
H 0.3827 3.7705 3.2726

---

3.
77
Properties=species:S:1:pos:R:3 method="wB97M-V/def2-TZVPD" multiplicity=1 total_charge=+1 relative_energy_kcal_mol=38.6 largest_force_ev_per_a=3.197 e_tot_ev=-123968.87168 e_homo_ev="-11.0041 / -11.0172" e_lumo_ev="-3.09 / -3.22" molar_mass_g_mol=679.5
Ru 2.0862 0.6392 0.5393
C 4.3813 -1.2458 1.9039
C 3.0839 -2.0486 1.7506
N 2.3206 -1.7076 0.5407
C 2.8328 -2.2238 -0.7283
C 4.0136 -1.4059 -1.2389
N 3.7088 0.0245 -1.1825
C 4.8356 0.9062 -0.8673
C 5.3272 0.6433 0.5679
N 4.2461 0.1342 1.4155
H 5.1912 -1.7462 1.3750
H 4.6462 -1.2504 2.9630
H 2.4364 -1.8296 2.5962
H 3.3258 -3.1170 1.7742
H 1.3714 -2.0401 0.6684
H 2.0182 -2.1562 -1.4513
H 3.1345 -3.2737 -0.6448
H 4.2426 -1.7283 -2.2572
H 4.8944 -1.6027 -0.6335
H 3.2802 0.3167 -2.0503
H 4.4674 1.9289 -0.9451
H 5.6679 0.7848 -1.5695
H 5.7099 1.5798 0.9719
H 6.1575 -0.0640 0.5577
H 4.0903 0.7449 2.2134
C 2.1122 3.9032 -1.6278
C 0.6624 3.4334 -1.4820
As 0.5578 1.4760 -1.4007
C 1.0803 1.0296 -3.2674
C 0.2878 1.7074 -4.3792
C -1.3937 1.1281 -1.4287
C -2.2548 2.2895 -1.9179
H 2.1646 4.9908 -1.5901
H 2.5426 3.5794 -2.5774
H 2.7177 3.5118 -0.8085
H 0.0557 3.7949 -2.3093
H 0.2356 3.8163 -0.5542
H 1.0116 -0.0562 -3.3649
H 2.1343 1.3075 -3.3596
H -0.7539 1.3910 -4.3784
H 0.7165 1.4353 -5.3438
H 0.3254 2.7931 -4.2953
H -1.6765 0.8618 -0.4090
H -1.5402 0.2389 -2.0452
H -2.1577 3.1519 -1.2594
H -3.3038 1.9930 -1.9221
H -1.9878 2.5989 -2.9267
O 3.1764 1.4038 3.5965
S 1.7871 1.6876 3.3597
O 0.9941 2.1306 4.4469
O 1.2200 0.1953 2.8552
S 1.5550 2.7621 1.6969
C -6.0537 -2.9508 1.7792
C -5.2974 -2.2455 0.6398
C -6.2677 -1.3732 -0.1688
C -4.7376 -3.3235 -0.2926
C -4.1954 -1.3865 1.2562
C -4.5513 -0.3082 2.0762
C -3.6206 0.4658 2.7556
C -2.2976 0.1397 2.5682
O -1.1724 0.7063 3.1392
B -0.1298 -0.0028 2.6181
O -0.5358 -0.9930 1.7341
C -1.9220 -0.8954 1.7295
C -2.8434 -1.6833 1.0753
H -6.8750 -3.5425 1.3705
H -6.4660 -2.2399 2.4950
H -5.3817 -3.6202 2.3196
H -7.0344 -1.9979 -0.6300
H -5.7350 -0.8509 -0.9661
H -6.7744 -0.6342 0.4510
H -5.5641 -3.8952 -0.7148
H -4.0945 -4.0200 0.2480
H -4.1779 -2.8818 -1.1202
H -5.5974 -0.0622 2.1983
H -3.9018 1.2772 3.4129
H -2.5120 -2.4997 0.4489

---

4.
81
Properties=species:S:1:pos:R:3 method="wB97M-V/def2-TZVPD" multiplicity=1 largest_force_ev_per_a=10.131 e_tot_ev=-74338.62340 e_homo_ev=-6.8091 e_lumo_ev=-0.81 molar_mass_g_mol=803.0
C -5.6138 4.1273 1.0109
O -4.8659 4.6064 -0.1997
C -3.4494 4.1624 0.0315
C -2.9904 3.3675 -1.3172
C -1.5439 2.6494 -1.3645
C -1.2302 1.1240 -0.9454
B -2.7614 0.5964 -0.4757
O -3.7108 -0.2819 -1.1633
O -3.4847 1.0570 0.7635
C -0.8472 0.2915 -2.3493
C -0.0603 0.7226 -3.6446
I -0.6552 -0.6060 -5.4150
C 0.8563 1.6830 -4.1860
C 1.4629 1.7456 -5.7507
I 1.5126 3.2747 -2.9677
C -0.3847 -1.3166 -2.0520
C -1.6744 -2.2929 -2.3511
C 0.4525 -1.6007 -0.6789
O 1.8618 -1.4017 -1.0001
C 2.9246 -2.0452 -0.3685
C 3.0546 -2.2885 1.2177
C 3.6310 -0.8646 1.8815
C 4.0326 -3.4670 1.7512
C 3.9552 -4.9079 0.9845
C 3.5623 -3.7935 3.3251
C 0.3947 -3.2136 -0.4898
O 0.7844 -3.9888 -1.5530
O 0.2333 -4.0875 0.6621
C -0.0807 -0.6396 0.5767
P -1.2153 -1.4892 1.8323
O -2.2663 -2.5147 1.1559
O -2.2108 -0.5669 2.8930
O -0.2314 -2.3789 3.0327
N -0.2846 0.8355 0.2013
C 1.1247 1.4451 -0.0606
B -0.4153 1.7029 1.4701
O -0.9670 3.0437 1.6160
O 0.1886 1.2916 2.7957
C 1.1278 2.3519 3.2631
H -6.7640 4.4022 0.9612
H -5.5694 2.9476 1.1224
H -5.0983 4.6903 1.9242
H -3.4387 3.5925 1.0347
H -2.7942 5.1468 0.1928
H -3.8812 2.8231 -1.8995
H -2.8667 4.3289 -2.0389
H -0.7787 3.4647 -0.9382
H -1.3529 2.7213 -2.5466
H -4.1218 0.2546 -1.9019
H -3.9803 0.2986 1.1859
H -1.9733 0.1822 -2.8241
H 0.6236 1.9479 -6.5464
H 2.0333 0.7313 -6.0195
H 2.2594 2.5899 -5.8645
H 0.4017 -1.6687 -2.8851
H -2.3983 -1.8854 -3.2099
H -2.3685 -2.4945 -1.4338
H -1.3784 -3.3703 -2.7737
H 3.9197 -1.4358 -0.6558
H 3.1310 -3.0920 -0.9115
H 1.9900 -2.4567 1.6704
H 4.5010 -1.1526 2.6173
H 2.7584 -0.3890 2.5193
H 4.0458 -0.1228 1.0749
H 5.1816 -3.1575 1.8508
H 2.8420 -5.2432 0.7740
H 4.5932 -5.6995 1.5635
H 4.4655 -4.7936 -0.0894
H 4.1790 -4.6833 3.7986
H 2.4496 -4.2034 3.2170
H 3.5037 -2.8364 3.9926
H 0.9359 -0.5895 1.2205
H -1.7089 -0.2544 3.7036
H -0.8493 -3.0159 3.5409
H 1.8808 1.2625 0.8116
H 1.0257 2.6375 -0.0750
H 1.6106 1.0830 -1.0396
H -1.5082 3.1192 2.4775
H 1.8730 2.7116 2.4336
H 1.8187 1.9660 4.1579
H 0.5919 3.3101 3.6764

---

5.
103
Properties=species:S:1:pos:R:3 method="wB97M-V/def2-TZVPD" multiplicity=1 total_charge=+1 largest_force_ev_per_a=1.123 e_tot_ev=-399650.60401 e_homo_ev=-11.5103 e_lumo_ev=-3.63 molar_mass_g_mol=1575.0
C -1.8919 0.3657 -3.7581
C -1.4390 -1.0725 -3.4949
N -1.0092 -1.3657 -2.1171
C 0.0471 -0.8131 -1.3925
O 0.8167 0.1540 -1.8858
C 0.3386 1.4967 -1.5428
C 0.8881 1.9927 -0.2169
C 1.3069 3.4563 -0.2400
O -0.1737 1.8034 0.7309
C 0.0915 -1.4467 -0.2010
I 1.4039 -1.2465 1.3510
N -0.9686 -2.3493 -0.1718
B -1.3617 -3.2498 0.9938
O -2.6021 -3.0624 1.4916
O -0.4539 -4.1240 1.4571
C -1.6029 -2.2699 -1.3420
O -2.6583 -2.9756 -1.6730
N -2.3271 -4.4057 -2.3427
O -1.2526 -4.4743 -2.6651
H -2.0390 0.9459 -2.8533
H -1.2167 0.8670 -4.4494
H -2.8625 0.3331 -4.2540
H -2.2644 -1.7511 -3.6981
H -0.6182 -1.3407 -4.1608
H -0.7399 1.4183 -1.4052
H 0.5458 2.1546 -2.3830
H 1.7593 1.3886 0.0519
H 1.3503 3.7528 0.8095
H 0.5825 4.0880 -0.7532
H 2.3085 3.5560 -0.6570
H 0.2336 1.8990 1.6000
H -2.9056 -2.1975 1.1721
H -0.5898 -4.2813 2.4068
C -2.5131 -7.8136 -0.0892
Cl -0.8892 -8.2350 -0.6347
Cl -2.8891 -6.1058 -0.3810
H -3.2340 -8.4060 -0.6402
H -2.5872 -8.0018 0.9745
C -5.0083 0.2843 1.1806
Cl -3.3106 0.0914 0.6784
Cl -5.6924 1.7549 0.5081
H -5.5692 -0.5646 0.8072
H -5.0445 0.3248 2.2633
C 1.4489 -3.6802 4.4049
Cl -0.3057 -3.9362 4.5803
Cl 2.1773 -3.0647 5.8801
H 1.9076 -4.6279 4.1489
H 1.5961 -2.9506 3.6174
C 3.2781 3.9460 3.6409
Cl 4.8267 3.2591 3.1672
Cl 1.9205 2.8868 3.1919
H 3.2582 4.0713 4.7161
H 3.1432 4.8943 3.1347
C -6.9863 -0.2525 -3.0020
Cl -5.2686 -0.4978 -2.6188
Cl -7.4528 1.4445 -2.9165
H -7.1640 -0.6123 -4.0077
H -7.5744 -0.8108 -2.2841
C 4.4745 -3.5104 9.1217
Cl 6.0895 -3.8527 8.4960
Cl 3.8423 -1.9655 8.5226
H 3.8074 -4.3011 8.8009
H 4.5249 -3.4582 10.2021
C 1.9853 -0.2322 -5.8482
Cl 1.6506 1.3947 -5.2547
Cl 0.4957 -1.1224 -6.2260
H 2.5663 -0.1537 -6.7585
H 2.5267 -0.7791 -5.0861
C -2.9115 -8.6594 -4.1624
Cl -2.8261 -6.9344 -3.7558
Cl -4.5640 -9.1840 -4.4778
H -2.3142 -8.8298 -5.0494
H -2.5204 -9.2220 -3.3228
C 4.5809 4.6896 -2.5337
Cl 3.3788 3.4606 -2.9709
Cl 5.6914 4.1122 -1.2889
H 5.1448 4.9430 -3.4219
H 4.0573 5.5597 -2.1527
C -0.3403 6.7923 -3.3233
Cl 1.2180 6.0570 -2.9236
Cl -0.3041 8.5562 -3.1973
H -0.5903 6.5277 -4.3436
H -1.0861 6.4167 -2.6333
C 4.4186 8.5670 -4.6873
Cl 3.1635 7.4316 -5.1969
Cl 5.5327 7.8473 -3.5158
H 4.9948 8.8822 -5.5483
H 3.9234 9.4141 -4.2276
C -3.2357 0.2655 5.2178
Cl -4.8811 0.9013 5.2924
Cl -3.0798 -1.0008 3.9880
H -2.5648 1.0755 4.9592
H -2.9792 -0.1597 6.1802
C 1.7537 -7.3060 8.0402
Cl 3.3388 -7.7259 8.6932
Cl 1.4794 -5.5559 8.0549
H 1.7006 -7.6495 7.0145
H 0.9906 -7.7781 8.6465
C 2.7969 9.2192 -0.9475
Cl 2.0641 9.9455 0.4838
Cl 3.8280 7.8390 -0.5489
H 2.0053 8.8719 -1.6015
H 3.4096 9.9673 -1.4372

---

6.
76
Properties=species:S:1:pos:R:3 method="wB97M-V/def2-TZVPD" multiplicity=5 relative_energy_kcal_mol=0.0 largest_force_ev_per_a=2.476 e_tot_ev=-128571.22830 e_homo_ev="-8.5932 / -8.5852" e_lumo_ev="0.42 / -2.66" molar_mass_g_mol=624.0
C 2.1503 -3.4981 -2.9378
C 1.4560 -4.5175 -2.0919
H 3.2311 -3.6721 -2.8740
H 1.9291 -2.4705 -2.6409
H 1.8568 -3.6167 -3.9909
C 1.9741 -5.7341 -1.8949
C 3.2605 -6.1809 -2.4702
H 1.4185 -6.4834 -1.3390
H 4.0991 -5.5630 -2.1559
H 3.2266 -6.2032 -3.5602
H 3.4406 -7.1927 -2.1378
Co -1.1422 -1.5431 -1.9362
Cl -2.1086 0.3952 -1.6065
Cl -1.7489 -2.2757 -3.8188
H -2.4272 6.9828 4.2950
H -3.1340 7.8311 2.3409
C -1.4060 6.7997 3.9627
C -2.2127 7.6483 1.7763
N -1.3923 6.7079 2.5249
H -1.0194 5.8664 4.3760
C -0.3939 6.0042 1.9469
O 0.5385 5.4674 2.5672
H -2.4432 7.2381 0.7907
H -0.5180 5.8756 0.8601
H -0.7768 7.6283 4.3105
H -1.6989 8.6087 1.6465
H 3.4965 2.6177 -0.2026
H 2.8854 -0.0769 0.7762
C 3.7277 2.6973 0.8751
C 3.2761 0.4015 1.6910
N 2.9016 1.8003 1.6795
H 3.5510 3.7286 1.2166
C 1.8965 2.2563 2.4860
O 1.2531 1.5329 3.2324
H 2.8407 -0.1014 2.5571
H 1.7510 3.3539 2.3880
H 4.7867 2.4207 1.0113
H 4.3695 0.3099 1.6595
O -0.2938 -2.9519 -1.3929
C -0.0425 -4.2383 -1.7982
C -0.2766 -5.7782 0.1195
C -0.7976 -5.2740 -1.0599
H 0.6702 -5.3634 0.4765
C -0.9522 -6.8023 0.7991
H -0.4888 -4.1150 -2.7855
C -2.0755 -5.6442 -1.5010
H -0.4867 -7.2174 1.6938
C -2.1918 -7.2264 0.3343
C -2.7558 -6.6579 -0.8144
H -2.5260 -5.0978 -2.3456
H -2.7086 -8.0193 0.8566
H -3.7306 -6.9900 -1.1782
Si -0.5301 -1.6676 0.6979
Cl 1.2496 -0.9931 -0.1617
C 0.4204 -2.8568 1.7818
C -2.2927 -2.4934 0.4146
C -0.9728 -0.1075 1.5244
H 0.0372 -3.8845 1.8217
H 0.2921 -2.3555 2.7454
H 1.5000 -2.9084 1.5371
H -0.2545 0.6954 1.2964
H -0.9840 -0.2283 2.6073
H -1.9494 0.2506 1.1994
H -2.3301 -3.5289 0.8000
H -2.7383 -2.5845 -0.5969
H -3.0450 -1.9265 0.9957
C 0.1126 6.0032 -2.2394
S -1.4443 5.1567 -1.9558
C -2.5346 6.3372 -2.8075
O -1.8184 5.3026 -0.5102
H 0.4536 6.4531 -1.3054
H -0.0291 6.7368 -3.0423
H 0.8229 5.2472 -2.5869
H -2.8612 5.8606 -3.7450
H -3.3881 6.5803 -2.1576
H -1.9544 7.2437 -3.0301